Here is the molecule C3H5NO4 in a non-equilibrium geometry from OMol25. Energies are from wB97M-V/def2-TZVPD.

Each line ends with the Mulliken charge.
Cartesian coordinates (Å):
C  1.038  1.391  0.700  -0.80
C  -0.406  -0.575  -1.209  0.68
C  -0.472  -0.385  1.040  0.85
O  -0.088  -1.117  -0.019  -0.39
O  0.112  -1.334  -2.192  -0.45
O  -1.364  -1.066  1.778  -0.48
N  -0.032  0.747  1.441  -0.47
O  -1.076  0.408  -1.462  -0.52
H  -0.173  -0.877  -3.009  0.37
H  -1.528  -1.931  1.376  0.33
H  0.629  2.083  -0.043  0.29
H  1.710  0.682  0.205  0.28
H  1.650  1.975  1.395  0.31

As for the spin multiplicity: 1. The HOMO energy is -10.0 eV. The calculation puts the largest force on an atom at 4.0 eV Å⁻¹. The calculation puts the total energy at -473.0364 a.u. For the orbital gap, the calculation gives 10.404 eV. As for the SMILES: C/N=C(/O)OC(=O)O. The energy relative to the best compared isomer or geometry (same formula, charge and spin) is 20.7 kcal per mole.